# C37H35N6O3PS

7 unconnected molecules or ions with the total composition C37H35N6O3PS (ωB97M-V/def2-TZVPD, OMol25).

Computed properties:
SMILES string: C#CCC1=C([PH2]=S)C(=O)OC1=O.c1ccncc1.c1ccncc1.c1ccncc1.c1ccncc1.c1ccncc1.c1ccncc1
HOMO: -9.24 eV
energy: -2724.5514 a.u.
lowest unoccupied orbital energy: -1.80 eV
multiplicity: 1

Cartesian coordinates (Å):
C  6.92  -2.48  -3.66
C  6.31  -1.61  -4.31
C  5.42  -0.51  -4.97
C  3.99  -0.35  -4.29
C  2.83  -1.11  -4.43
P  2.68  -2.62  -5.53
S  1.69  -2.35  -7.18
C  1.74  -0.42  -3.53
O  0.56  -0.72  -3.45
O  2.29  0.69  -2.80
C  3.63  0.81  -3.24
O  4.48  1.62  -2.90
H  7.22  -3.27  -2.91
H  5.91  0.53  -4.90
H  5.20  -0.77  -6.07
H  4.02  -3.11  -5.73
H  1.99  -3.62  -4.76
C  -3.59  1.32  -1.84
C  -4.73  1.18  -2.62
C  -4.63  0.46  -3.80
N  -3.50  -0.10  -4.24
C  -2.41  0.05  -3.47
C  -2.40  0.75  -2.27
H  -3.62  1.88  -0.91
H  -5.67  1.62  -2.31
H  -5.50  0.32  -4.44
H  -1.51  -0.42  -3.85
H  -1.49  0.84  -1.69
C  5.82  1.51  0.36
C  6.38  1.14  1.57
C  5.59  0.43  2.47
N  4.32  0.10  2.23
C  3.80  0.47  1.06
C  4.50  1.18  0.09
H  6.41  2.06  -0.37
H  7.41  1.38  1.82
H  5.99  0.11  3.43
H  2.76  0.19  0.89
H  4.04  1.45  -0.84
C  9.92  3.70  -0.36
C  8.78  3.56  -1.13
C  8.88  2.84  -2.32
N  10.02  2.28  -2.75
C  11.11  2.44  -1.98
C  11.11  3.13  -0.78
H  9.88  4.26  0.58
H  7.84  3.99  -0.83
H  8.02  2.70  -2.96
H  12.01  1.98  -2.36
H  12.02  3.23  -0.20
C  -9.76  0.02  0.70
C  -10.03  1.34  0.35
C  -9.30  1.91  -0.69
N  -8.35  1.26  -1.37
C  -8.11  -0.01  -1.02
C  -8.78  -0.67  0.00
H  -10.30  -0.46  1.50
H  -10.79  1.91  0.87
H  -9.48  2.93  -1.00
H  -7.33  -0.51  -1.59
H  -8.54  -1.70  0.25
C  0.96  -0.81  4.57
C  0.23  -1.68  5.36
C  0.64  -3.00  5.43
N  1.71  -3.49  4.77
C  2.39  -2.62  4.01
C  2.07  -1.28  3.88
H  0.68  0.24  4.49
H  -0.63  -1.34  5.91
H  0.11  -3.72  6.03
H  3.25  -3.04  3.48
H  2.67  -0.63  3.25
C  -9.55  -1.58  6.55
C  -10.06  -0.45  5.93
C  -10.32  -0.51  4.57
N  -10.10  -1.59  3.81
C  -9.59  -2.67  4.43
C  -9.31  -2.72  5.79
H  -9.33  -1.58  7.61
H  -10.26  0.45  6.49
H  -10.73  0.34  4.04
H  -9.42  -3.53  3.80
H  -8.90  -3.62  6.24



# C37H100N8O9

8 unconnected molecules or ions with the total composition C37H100N8O9 (ωB97M-V/def2-TZVPD, OMol25).

Computed properties:
total charge: +6
HOMO: -20.83 eV
relative energy (zero: lowest compared OMol25 entry of this formula, charge and spin): 0.102 eV
energy: -2582.4552 a.u.
lowest unoccupied orbital energy: -11.42 eV
multiplicity: 1

Cartesian coordinates (Å):
C  -5.52  -0.09  -5.81
N  -4.85  -0.32  -4.47
C  -3.69  -1.26  -4.62
C  -4.28  1.01  -3.98
C  -5.84  -0.75  -3.41
C  -6.46  -2.13  -3.58
O  -5.46  -3.14  -3.52
H  -5.83  0.94  -5.85
H  -6.37  -0.75  -5.96
H  -4.76  -0.33  -6.55
H  -4.06  -2.13  -5.15
H  -3.29  -1.61  -3.67
H  -2.94  -0.70  -5.17
H  -3.55  1.33  -4.72
H  -3.89  0.86  -2.98
H  -5.09  1.73  -4.02
H  -6.65  -0.02  -3.38
H  -5.28  -0.70  -2.47
H  -7.05  -2.19  -4.50
H  -7.20  -2.34  -2.81
H  -5.62  -3.79  -4.22
C  3.95  -4.25  -2.39
N  2.89  -4.80  -1.48
C  3.38  -4.70  -0.07
C  1.61  -4.01  -1.66
C  2.67  -6.25  -1.90
C  1.96  -7.17  -0.94
O  0.62  -6.71  -0.74
H  4.08  -3.19  -2.19
H  3.60  -4.43  -3.41
H  4.86  -4.83  -2.29
H  3.63  -3.66  0.08
H  4.26  -5.35  0.01
H  2.64  -5.08  0.63
H  0.97  -4.25  -0.82
H  1.27  -4.14  -2.68
H  1.83  -2.95  -1.55
H  3.67  -6.69  -1.98
H  2.20  -6.22  -2.88
H  2.41  -7.14  0.06
H  2.06  -8.18  -1.35
H  0.21  -7.19  -0.01
C  3.34  3.38  4.00
N  2.46  2.38  3.25
C  1.97  1.43  4.30
C  1.29  3.11  2.65
C  3.33  1.79  2.15
C  2.70  0.91  1.07
O  1.91  -0.11  1.64
H  3.92  2.87  4.76
H  2.70  4.15  4.42
H  4.02  3.82  3.28
H  1.58  2.02  5.13
H  2.78  0.80  4.66
H  1.16  0.76  3.99
H  1.73  3.89  2.03
H  0.68  3.52  3.45
H  0.78  2.37  2.03
H  4.20  1.30  2.59
H  3.67  2.72  1.69
H  3.54  0.43  0.56
H  2.12  1.51  0.36
H  1.28  -0.48  0.98
C  0.27  -2.85  3.95
N  -0.88  -3.84  4.13
C  -2.18  -3.10  4.16
C  -0.82  -4.79  2.99
C  -0.61  -4.53  5.46
C  -1.34  -5.83  5.67
O  -2.74  -5.70  5.49
H  0.16  -2.47  2.93
H  1.25  -3.26  4.13
H  0.02  -2.08  4.67
H  -2.28  -2.52  3.24
H  -2.32  -2.41  4.99
H  -2.93  -3.88  4.26
H  -1.04  -4.29  2.05
H  -1.53  -5.60  3.13
H  0.17  -5.24  2.92
H  -0.87  -3.79  6.22
H  0.46  -4.71  5.50
H  -1.13  -6.15  6.69
H  -0.92  -6.63  5.04
H  -3.11  -6.58  5.64
C  -2.28  3.72  -2.50
N  -1.91  4.71  -1.42
C  -3.17  5.33  -0.88
C  -1.19  3.97  -0.33
C  -1.05  5.85  -2.00
C  0.32  5.46  -2.53
O  0.34  5.66  -3.93
H  -3.00  3.06  -2.02
H  -1.43  3.13  -2.84
H  -2.72  4.26  -3.34
H  -3.68  5.85  -1.69
H  -2.91  5.95  -0.03
H  -3.82  4.50  -0.60
H  -1.84  3.15  -0.01
H  -1.16  4.62  0.54
H  -0.22  3.59  -0.62
H  -1.11  6.61  -1.22
H  -1.68  6.21  -2.81
H  0.63  4.44  -2.30
H  1.10  6.06  -2.04
H  0.92  6.41  -4.13
C  -2.90  0.94  8.41
C  -1.98  0.21  7.43
C  -1.98  0.85  6.05
O  -1.17  0.04  5.17
C  -1.37  0.42  3.82
N  -0.57  0.26  8.03
H  0.06  -0.42  7.59
H  -0.18  1.19  7.87
H  -0.53  0.13  9.04
H  -2.62  1.97  8.65
H  -2.99  0.37  9.33
H  -3.89  1.04  7.98
H  -2.20  -0.86  7.49
H  -1.57  1.87  6.08
H  -2.99  0.90  5.63
H  -2.38  0.63  3.46
H  -0.85  -0.21  3.09
H  -0.89  1.39  3.60
C  4.87  5.26  -4.29
C  3.70  4.28  -4.53
C  4.15  2.86  -4.24
N  3.16  1.79  -4.74
C  3.19  1.70  -6.23
C  1.75  2.02  -4.23
C  1.76  1.55  -2.78
C  2.73  0.38  -2.81
C  3.52  0.44  -4.12
H  5.50  5.35  -5.17
H  5.48  4.89  -3.46
H  4.48  6.21  -3.94
H  3.47  4.28  -5.60
H  2.82  4.53  -3.94
H  4.11  2.75  -3.15
H  5.12  2.49  -4.56
H  4.20  1.55  -6.61
H  2.73  2.58  -6.66
H  2.60  0.83  -6.52
H  1.15  1.31  -4.80
H  1.51  3.06  -4.38
H  0.77  1.35  -2.38
H  2.17  2.34  -2.14
H  2.18  -0.57  -2.82
H  3.33  0.26  -1.91
H  3.25  -0.36  -4.81
H  4.59  0.32  -3.94
N  -0.83  -0.36  -0.29
O  -1.87  -0.56  -0.91
O  -0.45  0.81  -0.03
O  -0.10  -1.35  0.06



# C45H45Cl3N9Sn2

A molecular structure, C45H45Cl3N9Sn2 (ωB97M-V/def2-TZVPD, OMol25).

Computed properties:
total charge: +1
HOMO: -10.26 eV
energy: -4043.3387 a.u.
lowest unoccupied orbital energy: -4.38 eV
multiplicity: 1

Cartesian coordinates (Å):
Sn  -0.80  2.40  3.58
Sn  -0.67  3.70  -1.89
Cl  -2.55  4.33  1.08
Cl  1.55  4.49  0.83
Cl  -0.33  0.91  0.34
N  0.03  -0.41  4.03
C  0.91  -0.63  5.03
C  1.43  -1.89  5.33
C  0.97  -2.99  4.70
C  0.02  -2.86  3.66
C  -0.42  -1.56  3.43
H  1.37  0.13  5.64
H  2.11  -2.01  6.16
H  1.47  -3.92  4.91
H  -0.22  -3.68  3.00
H  -1.15  -1.35  2.66
N  4.84  0.00  -2.57
C  5.36  0.02  -1.32
C  4.52  0.11  -0.22
C  3.14  0.00  -0.31
C  2.67  0.02  -1.56
C  3.44  0.05  -2.77
H  6.41  -0.14  -1.12
H  4.89  -0.10  0.77
H  2.50  -0.18  0.54
H  1.62  -0.15  -1.73
H  3.01  -0.11  -3.74
N  -0.13  1.14  -3.82
C  0.73  1.14  -4.93
C  0.87  0.02  -5.74
C  -0.04  -1.02  -5.58
C  -0.89  -1.05  -4.50
C  -0.84  0.04  -3.61
H  1.27  2.06  -5.12
H  1.61  0.04  -6.52
H  0.13  -1.87  -6.23
H  -1.54  -1.87  -4.21
H  -1.50  0.04  -2.76
N  2.28  3.84  -2.98
C  2.60  4.50  -4.14
C  3.86  4.86  -4.61
C  4.86  4.15  -3.87
C  4.57  3.42  -2.73
C  3.29  3.31  -2.26
H  1.68  4.71  -4.67
H  4.07  5.51  -5.45
H  5.88  4.35  -4.16
H  5.48  3.02  -2.30
H  2.88  2.80  -1.40
N  2.27  2.52  4.97
C  2.46  2.29  6.31
C  3.60  1.79  6.88
C  4.58  1.33  5.96
C  4.39  1.42  4.57
C  3.23  2.11  4.14
H  1.66  2.71  6.89
H  3.67  1.60  7.95
H  5.34  0.75  6.45
H  5.11  1.11  3.84
H  3.16  2.37  3.09
N  -3.31  -3.17  -2.60
C  -3.12  -4.23  -1.81
C  -2.98  -4.19  -0.39
C  -3.03  -2.96  0.20
C  -3.23  -1.81  -0.60
C  -3.33  -1.94  -1.99
H  -3.08  -5.25  -2.16
H  -2.68  -5.05  0.18
H  -2.94  -2.92  1.27
H  -3.25  -0.90  -0.01
H  -3.47  -1.01  -2.52
N  -3.52  0.82  3.41
C  -3.92  -0.42  4.06
C  -5.13  -1.10  3.78
C  -5.96  -0.56  2.84
C  -5.64  0.70  2.27
C  -4.46  1.36  2.59
H  -3.24  -0.80  4.81
H  -5.40  -2.11  4.04
H  -6.84  -1.14  2.59
H  -6.34  1.03  1.51
H  -4.34  2.21  1.93
N  -3.50  2.57  -2.92
C  -4.05  2.60  -4.20
C  -5.34  2.21  -4.46
C  -6.26  1.89  -3.46
C  -5.72  1.91  -2.11
C  -4.30  2.19  -1.92
H  -3.49  3.04  -5.01
H  -5.68  2.26  -5.49
H  -7.30  1.74  -3.71
H  -6.31  1.55  -1.28
H  -3.94  2.31  -0.91
N  1.41  -5.78  -0.38
C  2.40  -5.63  0.52
C  2.64  -4.43  1.21
C  1.83  -3.38  0.92
C  0.83  -3.47  0.06
C  0.61  -4.69  -0.58
H  3.07  -6.48  0.61
H  3.52  -4.30  1.82
H  2.08  -2.51  1.51
H  0.14  -2.66  -0.13
H  -0.14  -4.79  -1.35



# C5H8

A single C5H8 molecule (ωB97M-V/def2-TZVPD, OMol25).

Computed properties:
SMILES string: C=CC(=C)C
HOMO: -8.99 eV
relative energy (zero: lowest compared OMol25 entry of this formula, charge and spin): 0.694 eV
energy: -195.2665 a.u.
lowest unoccupied orbital energy: 1.14 eV
multiplicity: 1

Cartesian coordinates (Å):
C  0.57  -0.08  -2.02
C  -0.20  0.39  -1.03
C  -0.14  -0.10  0.36
C  -0.02  -1.41  0.63
C  -0.25  0.92  1.46
H  0.48  0.31  -3.06
H  1.30  -0.86  -1.83
H  -0.93  1.18  -1.24
H  0.07  -1.78  1.65
H  0.00  -2.14  -0.17
H  -0.25  0.45  2.45
H  0.56  1.64  1.44
H  -1.20  1.47  1.36



# C4H5ClN2O3

A single C4H5ClN2O3 molecule (ωB97M-V/def2-TZVPD, OMol25).

Computed properties:
SMILES string: Oc1ccc(O)n1ONCl
HOMO: -7.84 eV
relative energy (zero: lowest compared OMol25 entry of this formula, charge and spin): 1.283 eV
energy: -950.6394 a.u.
lowest unoccupied orbital energy: 0.31 eV
multiplicity: 1

Cartesian coordinates (Å):
O  0.47  -2.25  0.66
C  -0.24  -1.24  0.15
C  -1.34  -1.12  -0.64
C  -1.74  0.26  -0.69
C  -0.91  0.96  0.10
O  -0.71  2.27  0.33
N  -0.03  0.03  0.61
O  1.34  0.32  1.23
N  2.10  0.81  0.28
Cl  2.98  -0.43  -0.70
H  1.31  -2.52  0.24
H  -1.90  -1.82  -1.02
H  -2.62  0.57  -1.18
H  -1.38  2.75  -0.19
H  2.67  1.41  0.81